[1]
DFT (ωB97M-V/def2-TZVPD) results for a structure of composition C3H4Na2O3 in a non-equilibrium geometry.

Geometry (Å):
H1 -0.35568 -1.38654 -0.55774
C1 -0.36864 0.49164 -1.56983
C2 -0.83012 -0.88681 -1.58087
O1 0.56175 -1.46104 1.31974
C3 0.79564 -0.39717 1.75882
O2 1.03199 0.36153 2.63681
O3 -0.20649 1.17390 -0.52348
Na1 1.96437 0.25049 5.01375
H2 0.15223 0.83605 -2.48268
H3 -1.91363 -0.97558 -1.46223
H4 -0.42295 -1.41411 -2.45473
Na2 -0.40847 3.40763 -0.09757

Forces on atoms 1 to 3 (eV/Å):
-1.377 1.153 -2.828
2.213 0.874 1.586
1.057 -1.789 2.590

Summary:
Frontier orbital gap (eV): 9.953
HOMO level (eV): -17.4
Calculated total energy (a.u.): -666.53527
Lowest unoccupied orbital energy (eV): -7.452
Total charge: +2

Atom charges from the Mulliken analysis, given in e for atoms 1 to 6: 0.134 0.215 -0.632 -0.329 0.760 -0.479



[2]
DFT (ωB97M-V/def2-TZVPD) results for a structure of composition C3H4NiO3 in a non-equilibrium geometry.

Geometry (Å):
O1 -0.75786 1.48618 -0.35212
C1 -1.16644 0.38783 0.17969
O2 -2.29763 -0.09122 0.05664
C2 1.83052 -1.01184 -0.69812
C3 0.73896 -1.65556 -0.02368
O3 -0.19992 -0.28311 0.85486
Ni1 1.12616 1.30810 0.26931
H1 2.83358 -1.28973 -0.35285
H2 1.73906 -0.92572 -1.78935
H3 0.99826 -2.25949 0.85166
H4 -0.07180 -2.08683 -0.62468

Forces on atoms 1 to 3 (eV/Å):
0.898 0.534 0.061
-1.390 -1.485 -0.549
0.474 0.283 0.157

Summary:
Multiplicity: 4
Frontier orbital gap (alpha / beta) (eV): 6.501 / 7.965
HOMO level (alpha / beta) (eV): -2.2 / -4.4
Calculated total energy (a.u.): -1850.67902
Lowest unoccupied orbital energy (alpha / beta) (eV): 4.269 / 3.533
Relative energy (zero: lowest compared OMol25 entry of this formula, charge and spin) (kJ/mol): 88.95
Total charge: -1

Atom charges from the Mulliken analysis, given in e for atoms 1 to 6: -0.652 0.815 -0.659 -0.916 -0.124 -0.599



[3]
DFT (ωB97M-V/def2-TZVPD) results for a cluster of 2 separate species, C3H4O in total in a non-equilibrium geometry.

Geometry (Å):
C1 -0.23572 -0.81535 1.22982
C2 -1.28937 -0.49813 0.44654
C3 -0.42851 0.56280 0.80952
O1 1.11132 0.83899 -1.09559
H1 0.09148 -1.73426 1.69427
H2 -2.06099 -1.02345 -0.11416
H3 1.52126 0.30473 -0.30977
H4 0.89152 1.68119 -0.75936

Forces on atoms 1 to 3 (eV/Å):
-2.201 0.441 -1.037
1.331 -1.159 0.371
-0.314 -0.564 0.938

Summary:
Structure (SMILES): C1=CC=1.O
Frontier orbital gap (eV): 9.832
HOMO level (eV): -9.0
Calculated total energy (a.u.): -191.76974
Lowest unoccupied orbital energy (eV): 0.868
Relative energy (zero: lowest compared OMol25 entry of this formula, charge and spin) (kJ/mol): 368.23

Atom charges from the Mulliken analysis, given in e for atoms 1 to 6: -0.316 0.238 -0.713 -0.673 0.376 0.373



[4]
DFT (ωB97M-V/def2-TZVPD) results for a cluster of 2 separate species, C3H4O in total in a non-equilibrium geometry.

Geometry (Å):
C1 -1.14387 0.03437 -0.12207
C2 -0.36390 0.62937 0.72954
C3 0.04181 -0.68728 0.19662
O1 1.44573 -0.42712 -1.18687
H1 -1.99114 0.35382 -0.66205
H2 -0.15419 1.51280 1.05476
H3 0.17700 -1.62946 0.66184
H4 1.98856 0.21350 -0.67177

Forces on atoms 1 to 3 (eV/Å):
-0.119 0.612 0.193
-0.351 -5.931 -2.507
1.776 2.548 -1.859

Summary:
Frontier orbital gap (eV): 10.463
HOMO level (eV): -9.5
Calculated total energy (a.u.): -191.76014
Lowest unoccupied orbital energy (eV): 0.965
Relative energy (zero: lowest compared OMol25 entry of this formula, charge and spin) (kJ/mol): 393.42

Atom charges from the Mulliken analysis, given in e for atoms 1 to 6: -0.009 -0.435 -0.260 -0.680 0.389 0.440



Q: What is the calculated total energy in the third record?
A: -191.76974 a.u.